(1)
{"formula": "C47H42F3FeGeN5P", "method": "wB97M-V/def2-TZVPD", "total_charge": 2, "multiplicity": 6, "homo_energy_ev": [-12.31, -12.46], "e_above_lowest_kj_mol": 265.4, "elements": ["Ge", "Fe", "P", "F", "F", "F", "N", "N", "N", "N", "N", "C", "C", "C", "C", "C", "C", "C", "C", "C", "C", "C", "C", "C", "C", "C", "C", "C", "C", "C", "C", "C", "C", "C", "C", "C", "C", "C", "C", "C", "C", "C", "C", "C", "C", "C", "C", "C", "C", "C", "C", "C", "C", "C", "C", "C", "C", "C", "H", "H", "H", "H", "H", "H", "H", "H", "H", "H", "H", "H", "H", "H", "H", "H", "H", "H", "H", "H", "H", "H", "H", "H", "H", "H", "H", "H", "H", "H", "H", "H", "H", "H", "H", "H", "H", "H", "H", "H", "H", "H"], "positions_angstrom": [[-3.004510, -1.617858, -0.511864], [-0.678710, 0.574142, -0.144364], [1.978590, 0.676742, -0.677264], [0.134790, 7.799442, -0.464064], [1.851490, 7.161042, -1.609664], [2.032290, 7.462342, 0.514536], [0.042290, 2.941942, 0.224736], [0.097690, -2.330858, -1.827864], [-4.424910, 2.804142, -1.081464], [-2.479610, 1.783242, -1.152264], [0.231290, -1.686158, -0.661764], [3.704990, -1.520058, -1.248164], [-5.119110, -1.363958, 1.594636], [3.291190, 0.102142, 3.708036], [0.555990, 5.114042, 1.081136], [0.733490, -3.511758, -1.827764], [2.997190, -1.525258, -3.934764], [1.948190, 0.134842, 3.362536], [-2.752410, -5.889858, -0.587964], [0.695390, 4.695442, -1.271964], [2.550090, 0.389042, 1.039536], [-3.770010, 3.300842, -2.164264], [-2.944510, -4.548558, -0.930864], [-0.947110, -5.529558, 2.636436], [-2.109010, -6.221758, 0.579836], [-1.283810, -2.870858, 1.938736], [-3.703910, 0.359242, 3.244136], [4.317790, -2.394258, -2.130564], [-3.157610, -0.074158, 2.050736], [-1.822910, -3.853758, 1.092036], [-4.961810, -0.082158, 3.620336], [4.231990, 3.437742, -2.732364], [-2.530410, -3.535158, -0.091564], [0.175090, 3.788542, 1.241836], [-3.849910, -0.946958, 1.218636], [3.003290, 2.134242, -1.122764], [3.442190, 2.342342, -2.429964], [1.319890, -3.648458, -0.589664], [4.092890, 4.176542, -0.454764], [4.564190, 4.354342, -1.747264], [-3.621710, 1.904542, -0.499764], [-4.509310, -1.703058, -1.858564], [-1.625210, -5.217358, 1.440736], [-0.619810, -3.197758, 3.093736], [3.310590, 3.080242, -0.143064], [1.218990, 7.012142, -0.442464], [0.984790, -2.479358, 0.094536], [-2.569610, 2.655242, -2.202964], [1.582690, 0.276742, 2.036936], [4.261790, 0.221642, 2.724836], [-0.456310, -4.538758, 3.450836], [3.983690, -2.384258, -3.474464], [0.304590, 3.396442, -1.001064], [3.897890, 0.373342, 1.397436], [-5.670110, -0.934558, 2.792736], [0.821090, 5.570742, -0.202164], [2.764990, -0.609658, -1.715964], [2.382290, -0.650658, -3.057564], [-6.657610, -1.262858, 3.078936], [-3.157910, 1.041242, 3.875436], [-4.162710, -2.076158, -2.817764], [-5.687410, -2.030958, 0.961036], [-5.385910, 0.242542, 4.556536], [1.918690, -4.459858, -0.230864], [-3.448110, -4.314458, -1.859664], [3.962990, -1.557258, -0.200564], [-0.013310, 3.391942, 2.229536], [2.715690, -1.532458, -4.976664], [-3.888910, 1.360842, 0.381936], [5.307090, 0.213942, 2.996036], [0.913890, 5.015242, -2.279264], [-4.193810, 4.048542, -2.799864], [-5.347310, 3.068242, -0.771364], [-2.158010, 0.295842, 1.742436], [0.657690, 5.772842, 1.928736], [0.515290, 0.318242, 1.765236], [-0.831910, -6.569558, 2.904036], [4.485090, -3.047758, -4.160664], [3.200190, 1.638242, -3.212164], [-5.315010, -2.347558, -1.516164], [0.208190, 2.675142, -1.806264], [5.069790, -3.078758, -1.767364], [3.581190, 0.001342, 4.742436], [-0.397610, -1.902758, -2.593664], [1.595690, 0.008142, -3.409764], [4.338990, 4.894842, 0.313036], [-3.127410, -6.665358, -1.238064], [1.274590, -2.196858, 1.086436], [-4.909410, -0.706658, -2.019864], [-1.395410, -1.834058, 1.652636], [4.660890, 0.504642, 0.642536], [0.740690, -4.157458, -2.682764], [-1.946810, -7.255658, 0.846436], [-0.219910, -2.422158, 3.729536], [2.956090, 2.948642, 0.871036], [5.188890, 5.201742, -1.985064], [-1.779710, 2.772242, -2.915964], [0.057790, -4.791858, 4.363636], [1.195290, 0.063842, 4.132536], [4.586190, 3.575542, -3.742764]], "atomic_forces_ev_per_a": [[-1.73, -1.49, 0.86], [0.60, 0.50, -1.22], [0.66, -0.12, 0.19], [-0.02, -0.11, 0.04], [-0.02, -0.13, -0.09], [0.02, -0.08, 0.20], [-0.37, -0.69, -0.30], [-0.24, -0.02, -0.33], [0.07, -0.14, 0.19], [0.49, -0.65, 0.76], [-0.37, 0.74, 0.59], [0.04, 0.17, -0.06], [0.02, -0.08, -0.18], [-0.07, 0.03, -0.10], [0.04, -0.12, -0.25], [0.11, 0.03, 0.28], [0.00, 0.00, -0.09], [-0.15, -0.05, 0.24], [0.20, -0.52, 0.41], [-0.12, 0.03, 0.26], [-0.40, 0.03, -0.26], [0.47, 0.00, -0.44], [-0.05, 0.68, 0.04], [0.19, 0.20, 0.32], [-0.21, 0.06, -0.45], [0.11, 0.07, 0.53], [0.21, 0.17, 0.04], [0.09, -0.02, -0.06], [0.09, 0.00, -0.12], [0.09, -0.28, 0.12], [-0.01, 0.02, 0.03], [-0.04, 0.15, -0.05], [0.03, 0.93, -0.69], [0.06, 0.22, 0.37], [0.76, 0.05, -0.88], [-0.29, 0.10, 0.04], [-0.04, -0.12, 0.15], [-0.13, 0.16, -0.09], [0.01, 0.10, 0.00], [-0.03, -0.01, 0.00], [-0.19, -0.16, 0.35], [0.81, 0.40, 0.11], [-0.06, 0.32, -0.03], [-0.25, 0.39, -0.41], [0.07, -0.18, -0.05], [0.01, 0.21, -0.07], [-0.04, -0.25, -0.16], [-0.10, 0.43, -0.42], [0.11, 0.07, -0.33], [0.05, 0.00, -0.01], [-0.07, -0.64, -0.15], [0.00, 0.02, 0.04], [-0.09, 0.26, -0.26], [-0.10, 0.01, -0.01], [-0.07, -0.01, 0.04], [-0.07, -0.19, -0.12], [-0.41, 0.06, 0.05], [0.04, -0.01, 0.18], [-0.08, -0.07, 0.02], [0.08, 0.09, 0.14], [0.07, -0.06, -0.09], [-0.03, -0.07, -0.04], [-0.07, 0.05, 0.11], [0.08, -0.18, 0.03], [-0.07, 0.00, -0.04], [0.05, 0.02, 0.03], [-0.06, -0.01, 0.08], [-0.03, 0.00, -0.11], [-0.15, -0.06, 0.17], [0.07, -0.01, 0.01], [0.01, -0.04, -0.07], [-0.08, 0.14, -0.19], [0.05, -0.05, 0.04], [-0.27, -0.10, 0.28], [-0.01, -0.02, 0.14], [0.21, -0.06, 0.28], [0.06, -0.09, 0.05], [0.04, -0.10, -0.08], [0.06, -0.01, -0.01], [0.09, -0.11, 0.27], [0.07, 0.12, 0.00], [0.04, -0.07, 0.04], [0.00, -0.02, 0.09], [0.01, -0.08, 0.07], [0.00, 0.05, -0.09], [0.04, 0.06, 0.08], [0.01, -0.08, -0.08], [-0.05, 0.09, 0.17], [-0.04, 0.14, 0.01], [0.06, 0.00, 0.11], [0.03, 0.01, -0.04], [-0.05, -0.07, -0.20], [-0.05, -0.12, 0.01], [0.04, 0.11, 0.08], [0.04, 0.01, 0.03], [0.04, 0.08, -0.01], [0.08, 0.04, -0.18], [0.05, -0.06, 0.12], [-0.10, -0.03, 0.07], [0.05, 0.01, -0.08]], "mulliken_spin": [0.701, 4.055, 0.165, 0.000, 0.000, 0.000, 0.028, 0.058, 0.002, 0.050, -0.365, 0.004, -0.008, 0.001, 0.003, 0.023, -0.001, 0.013, -0.016, 0.000, -0.080, 0.007, -0.009, 0.006, 0.041, -0.021, 0.033, -0.001, 0.146, -0.143, 0.001, -0.002, 0.125, 0.018, 0.048, 0.023, 0.002, 0.003, -0.002, 0.005, 0.017, 0.048, -0.003, 0.016, 0.004, -0.001, 0.066, 0.022, 0.110, 0.000, -0.005, 0.001, 0.007, -0.005, 0.004, -0.001, 0.038, 0.007, 0.001, 0.001, 0.002, 0.001, 0.000, 0.000, 0.004, 0.001, 0.001, 0.000, -0.008, 0.000, 0.000, 0.000, -0.001, -0.141, 0.000, -0.080, 0.001, 0.000, 0.000, 0.012, -0.019, 0.000, 0.001, 0.010, 0.000, 0.000, 0.001, -0.012, -0.007, -0.011, 0.000, 0.003, 0.001, 0.000, 0.001, 0.000, 0.002, 0.000, 0.001, 0.000]}

(2)
{"formula": "C47H42NO17P", "method": "wB97M-V/def2-TZVPD", "smiles": "COC[C@H](OCCN)[PH2]=O.O=C1C=CC(=O)C=C1.O=C1C=CC(=O)C=C1.O=C1C=CC(=O)C=C1.O=C1C=CC(=O)C=C1.O=C1C=CC(=O)C=C1.O=C1C=CC(=O)C=C1.O=C1C=CC(=O)C=C1", "homo_energy_ev": -9.16, "e_above_lowest_kj_mol": 0.0, "elements": ["P", "O", "O", "O", "O", "O", "O", "O", "O", "O", "O", "O", "O", "O", "O", "O", "O", "O", "N", "C", "C", "C", "C", "C", "C", "C", "C", "C", "C", "C", "C", "C", "C", "C", "C", "C", "C", "C", "C", "C", "C", "C", "C", "C", "C", "C", "C", "C", "C", "C", "C", "C", "C", "C", "C", "C", "C", "C", "C", "C", "C", "C", "C", "C", "C", "C", "H", "H", "H", "H", "H", "H", "H", "H", "H", "H", "H", "H", "H", "H", "H", "H", "H", "H", "H", "H", "H", "H", "H", "H", "H", "H", "H", "H", "H", "H", "H", "H", "H", "H", "H", "H", "H", "H", "H", "H", "H", "H"], "positions_angstrom": [[1.832360, 1.378333, -1.764698], [1.255321, 0.069853, -4.555839], [5.488733, 2.932766, -3.694114], [-3.564928, -1.959882, -3.923430], [-3.681444, 0.760718, 0.611849], [1.592828, 6.426688, 3.823096], [-2.035333, -1.088263, 2.899202], [-1.591283, 0.658696, -8.976941], [6.839240, 7.219234, -0.893835], [-0.368791, -4.787750, -0.507572], [4.119664, -0.073645, -1.754669], [-7.468707, -3.980403, 4.129851], [1.925733, 1.145402, 3.687142], [1.488139, -0.585560, 0.286901], [2.302168, 2.310786, -0.695830], [-2.249582, 3.698886, 4.778305], [-2.380315, -4.688023, 5.413939], [-7.290598, -5.086579, -1.832242], [5.509568, -1.193795, 1.225961], [1.893335, -1.076569, 1.562381], [-4.835847, -3.934851, -4.120272], [6.528812, 6.236318, -1.531436], [1.491411, 3.070828, 4.966335], [-1.936124, 1.679779, 1.878185], [-6.440887, -4.369890, -2.312293], [-0.942195, 0.523047, -7.963480], [-6.026173, -3.109444, -1.643533], [2.150831, 3.173324, 2.512378], [-1.654601, -1.933056, 2.112171], [2.720331, -0.235800, -1.818496], [5.149500, 4.217358, -1.750317], [-4.012869, 2.787789, 3.508475], [5.799073, 3.911964, -3.049513], [6.841883, 4.851857, -3.535026], [-1.595292, 0.217568, -6.664576], [-1.680772, -2.865584, -0.147297], [1.676677, 5.217901, 3.791029], [-6.305556, -4.141859, 4.428499], [5.807039, -0.520465, -0.060749], [-0.748064, -3.939893, 0.271385], [-4.424853, -2.676269, -3.451139], [2.056097, 4.500860, 2.548364], [-4.090693, -3.172791, 4.851262], [4.651009, 0.384831, -0.509028], [1.248023, 0.506055, -6.859497], [1.871710, 2.359320, 3.720259], [1.400620, 4.397316, 4.999095], [-5.762521, -5.495964, 4.709046], [-0.722680, -3.006339, 2.542258], [2.136524, -1.226939, -0.800519], [0.590172, 0.202846, -5.565624], [-0.884204, 0.069518, -5.549860], [-1.575116, 2.409221, 2.926775], [7.180423, 5.928147, -2.830907], [-4.484244, -5.674428, 5.031227], [-5.367800, -2.995154, 4.524705], [0.537178, 0.655053, -7.973497], [-0.301284, -3.936074, 1.688468], [5.487604, 5.295918, -1.047976], [-3.547502, -4.526310, 5.127058], [-3.361283, 1.440172, 1.567130], [-4.374846, 2.043748, 2.465750], [-2.579212, 3.031250, 3.821732], [-5.094078, -2.324179, -2.176425], [-2.106351, -1.932891, 0.699814], [-5.771129, -4.719633, -3.592258], [-0.536908, 2.578187, 3.165643], [-5.784297, -2.018265, 4.314003], [-1.340998, -0.157192, -4.594409], [-6.088578, -5.643479, -4.058597], [0.991248, 0.877168, -8.930695], [-2.782333, -1.140688, 0.391995], [-4.731617, 3.243587, 4.177635], [0.476960, 1.035780, -1.599216], [-6.523342, -2.876339, -0.710446], [1.398338, -1.854595, -1.320667], [5.915845, -0.648619, 1.978754], [2.248320, 5.115680, 1.677842], [7.300679, 4.607705, -4.484822], [-5.410920, 1.849546, 2.218335], [7.936767, 6.628398, -3.162102], [1.161640, -0.747609, 2.300353], [2.944393, -1.880106, -0.452936], [-1.212459, 1.217153, 1.217058], [-2.673146, 0.121358, -6.682756], [0.377119, -4.728383, 1.978645], [-4.064897, -6.651249, 5.236072], [1.287797, 2.450710, 5.830147], [2.517366, -0.649474, -2.809253], [5.018977, 1.407374, -0.655973], [1.117439, 4.940775, 5.891126], [4.389833, 3.516473, -1.416094], [-6.464978, -6.316014, 4.631873], [3.884687, 0.440683, 0.268385], [-4.332096, -4.169968, -5.049183], [-1.992651, -2.878014, -1.185310], [6.024184, -2.067915, 1.258331], [2.326507, 0.598092, -6.836453], [1.914279, -2.174878, 1.564842], [-3.388556, -2.350580, 4.921360], [-0.415549, -2.985902, 3.580637], [6.008027, -1.266220, -0.832250], [-4.773413, -1.400107, -1.709350], [1.913429, 1.951509, -3.040610], [2.885361, -0.700287, 1.829508], [6.714446, 0.092157, 0.032719], [5.026527, 5.539857, -0.099172], [2.421721, 2.638623, 1.607897]], "atomic_forces_ev_per_a": [[0.13, 0.34, 0.98], [-0.20, -0.01, -0.05], [-0.01, 0.01, -0.01], [0.02, -0.02, -0.02], [-0.26, 0.13, -0.06], [0.01, -0.01, 0.00], [-0.08, -0.01, 0.03], [0.00, 0.00, 0.00], [0.01, 0.00, 0.00], [0.02, 0.01, -0.02], [-0.19, 0.07, 0.13], [0.00, 0.00, 0.00], [0.04, 0.13, 0.08], [0.04, -0.12, 0.12], [0.17, 0.11, -0.17], [-0.02, 0.01, -0.02], [0.01, 0.00, -0.03], [0.01, 0.00, -0.01], [0.39, -0.14, -0.29], [0.01, -0.15, -0.02], [-0.02, -0.01, -0.01], [0.00, 0.01, 0.02], [0.06, 0.05, 0.01], [0.07, 0.02, -0.03], [-0.01, -0.01, 0.02], [-0.02, 0.00, -0.01], [0.03, 0.00, -0.02], [0.10, 0.00, -0.06], [0.03, -0.05, 0.03], [-0.23, -0.32, -0.25], [-0.08, -0.08, 0.07], [-0.03, -0.04, -0.05], [-0.01, 0.00, -0.01], [0.03, 0.02, 0.01], [0.01, -0.01, 0.04], [-0.03, 0.02, -0.12], [-0.01, 0.03, 0.01], [-0.02, 0.01, -0.01], [0.05, 0.28, 0.39], [0.01, 0.02, 0.09], [0.05, 0.03, -0.02], [0.00, -0.03, -0.01], [0.02, 0.08, -0.02], [0.36, 0.20, 0.02], [-0.01, 0.00, -0.06], [0.01, -0.07, 0.06], [0.00, -0.04, 0.00], [0.03, -0.02, 0.01], [-0.04, -0.08, -0.03], [-0.14, -0.01, -0.10], [0.12, 0.00, -0.03], [-0.04, 0.00, 0.04], [0.00, 0.07, -0.07], [0.00, -0.03, -0.03], [-0.03, -0.01, 0.00], [0.03, -0.01, 0.00], [0.03, 0.00, 0.02], [-0.08, 0.00, 0.03], [0.01, -0.03, -0.03], [0.01, 0.00, -0.01], [0.10, -0.10, 0.02], [-0.01, 0.06, 0.02], [0.03, -0.08, 0.04], [0.00, 0.05, 0.11], [-0.02, -0.01, -0.10], [0.03, 0.02, -0.02], [-0.01, 0.07, 0.07], [-0.02, -0.01, 0.00], [-0.01, -0.03, -0.01], [-0.02, 0.00, 0.02], [-0.02, 0.00, -0.01], [0.13, -0.08, 0.13], [0.02, 0.01, 0.01], [-0.01, -0.14, -0.36], [-0.02, -0.01, -0.01], [0.06, 0.04, 0.08], [-0.22, 0.06, 0.05], [-0.02, 0.01, 0.01], [-0.01, -0.02, 0.00], [0.00, -0.01, -0.01], [0.00, 0.02, 0.02], [0.10, 0.09, -0.11], [0.00, 0.09, -0.01], [-0.01, 0.01, -0.01], [0.00, -0.01, -0.01], [0.00, -0.01, -0.01], [0.02, 0.01, 0.01], [0.00, -0.02, -0.02], [0.16, 0.10, 0.03], [-0.09, -0.12, -0.05], [-0.02, 0.02, -0.02], [-0.05, 0.04, -0.01], [-0.02, 0.01, -0.01], [0.05, -0.13, -0.11], [0.01, 0.02, 0.00], [0.04, -0.05, -0.01], [-0.13, -0.04, 0.00], [0.00, -0.01, 0.03], [0.06, 0.15, -0.04], [0.02, -0.02, -0.01], [-0.02, 0.01, 0.01], [-0.17, 0.06, 0.02], [0.00, 0.01, -0.01], [0.02, -0.20, -0.11], [-0.14, -0.09, 0.03], [-0.07, -0.11, -0.12], [0.01, 0.02, 0.00], [-0.07, -0.03, -0.06]], "lowdin_charge": [0.800, 0.054, 0.104, 0.088, 0.070, 0.107, 0.091, 0.112, 0.105, 0.105, -0.135, 0.107, 0.094, -0.233, -0.449, 0.110, 0.100, 0.113, -0.002, -0.095, 0.022, -0.388, 0.009, 0.022, -0.384, -0.383, 0.028, 0.022, -0.367, -0.412, 0.022, 0.029, -0.383, 0.018, 0.031, 0.028, -0.383, -0.387, -0.223, -0.386, -0.389, 0.029, 0.019, -0.199, 0.026, -0.399, 0.024, 0.021, 0.008, -0.192, -0.362, 0.028, 0.043, 0.018, 0.020, 0.024, 0.025, 0.017, 0.026, -0.385, -0.380, 0.027, -0.370, 0.015, 0.035, 0.025, 0.093, 0.122, 0.115, 0.123, 0.123, 0.090, 0.122, 0.025, 0.124, 0.126, 0.068, 0.122, 0.120, 0.121, 0.121, 0.071, 0.134, 0.126, 0.124, 0.127, 0.122, 0.124, 0.102, 0.102, 0.125, 0.090, 0.122, 0.099, 0.122, 0.115, 0.062, 0.125, 0.084, 0.113, 0.128, 0.116, 0.119, 0.016, 0.067, 0.105, 0.119, 0.093]}